(1)
This record from the OMol25 dataset describes a structure of composition C26H33FN5O4SeSiW. The level of theory is ωB97M-V/def2-TZVPD.

```
! wB97M-V def2-TZVPD RIJCOSX def2/J DEFGRID3
* xyz 3 1
W -2.221 -0.421 1.541
C 4.984 -1.526 0.308
C 4.583 -0.081 0.542
N 3.110 0.108 0.473
C 2.425 0.066 1.613
C 1.057 0.218 1.670
C 0.355 0.086 2.975
O 0.805 0.364 4.036
O -0.866 -0.526 2.835
C 0.350 0.495 0.502
O -0.933 0.782 0.544
C 1.058 0.491 -0.727
C 0.404 0.701 -1.959
C 1.104 0.689 -3.117
F 0.442 0.935 -4.254
C 2.514 0.469 -3.172
C 3.149 0.256 -1.954
C 2.451 0.281 -0.737
N 3.204 0.484 -4.368
C 2.549 0.376 -5.682
C 3.586 0.146 -6.774
N 4.613 -0.850 -6.312
C 5.386 -0.355 -5.098
C 4.624 0.790 -4.445
H 6.070 -1.609 0.340
H 4.637 -1.895 -0.658
H 4.577 -2.174 1.084
H 5.037 0.604 -0.169
H 4.886 0.257 1.531
H 2.995 -0.086 2.521
H -0.656 0.909 -1.988
H 4.205 0.045 -1.942
H 1.994 1.274 -5.955
H 1.844 -0.456 -5.667
H 4.128 1.049 -7.047
H 3.107 -0.245 -7.669
H 5.260 -1.060 -7.074
H 4.146 -1.731 -6.089
H 6.370 -0.034 -5.435
H 5.502 -1.206 -4.430
H 4.768 1.716 -5.007
H 5.047 0.974 -3.463
C -1.996 3.547 2.007
C -2.649 2.612 2.972
C -2.989 3.004 4.260
C -3.633 2.120 5.110
C -3.953 0.836 4.681
C -3.606 0.508 3.393
N -2.973 1.372 2.567
N -3.695 -0.748 2.735
Si -5.079 -1.960 3.078
C -4.556 -2.855 4.603
C -5.134 -3.050 1.585
C -6.584 -0.900 3.237
H -2.725 4.288 1.672
H -1.614 3.022 1.135
H -1.185 4.090 2.490
H -2.748 4.006 4.587
H -3.890 2.427 6.115
H -4.440 0.120 5.327
H -3.495 -3.109 4.571
H -5.117 -3.790 4.672
H -4.749 -2.293 5.517
H -4.322 -3.779 1.585
H -5.097 -2.485 0.651
H -6.073 -3.608 1.581
H -6.651 -0.388 4.196
H -7.467 -1.538 3.151
H -6.646 -0.153 2.443
O -4.140 0.397 -1.199
C -3.578 0.219 -0.251
Se -1.865 -2.224 0.200
*
```

Computed properties:
- HOMO energy: -16.28 eV
- Energy above the lowest of the compared OMol25 structures with the same formula, charge and spin: 9.7 kJ/mol
- Gap between HOMO and LUMO: 7.370 eV

Atomic partial charges in e from the Mulliken method, atoms 1 to 8: 1.268, -0.998, -1.049, 0.125, -0.341, 0.173, -0.007, -0.495

=====

(2)
This record from the OMol25 dataset describes an isolated molecule of C26H33N3O2S. The level of theory is ωB97M-V/def2-TZVPD.

```
! wB97M-V def2-TZVPD RIJCOSX def2/J DEFGRID3
* xyz 0 1
C -1.294 2.574 0.028
C 0.214 2.761 0.151
H 0.427 3.538 0.887
H 0.688 1.840 0.495
C 0.837 3.168 -1.193
N 0.617 2.118 -2.182
C 1.558 1.016 -2.181
H 2.297 1.155 -1.391
C 0.913 -0.365 -1.944
N 0.476 -0.569 -0.584
C 1.221 -1.258 0.306
O 2.295 -1.756 0.016
C 0.631 -1.425 1.672
C 1.128 -2.477 2.431
C 0.663 -2.739 3.715
C -0.309 -1.894 4.250
C -0.801 -0.835 3.504
C -0.343 -0.597 2.223
H -0.730 0.253 1.684
H -1.536 -0.185 3.952
S -0.878 -2.083 5.927
C -1.564 -3.719 5.757
C -2.918 -3.881 6.013
C -3.499 -5.131 5.916
C -2.725 -6.226 5.566
C -1.374 -6.066 5.328
C -0.774 -4.810 5.413
C 0.699 -4.773 5.205
O 1.418 -5.647 5.645
N 1.243 -3.783 4.435
H 2.217 -3.962 4.212
H -0.750 -6.912 5.083
H -3.172 -7.206 5.491
H -4.553 -5.250 6.118
H -3.503 -3.019 6.296
H 1.904 -3.093 2.000
H -0.389 -0.138 -0.305
H 1.670 -1.129 -2.141
H 0.061 -0.517 -2.607
H 2.104 0.959 -3.129
C 0.160 2.590 -3.483
C 1.229 3.283 -4.346
C 0.611 3.835 -5.627
C -0.065 2.724 -6.425
C -1.123 2.036 -5.571
C -0.499 1.473 -4.296
H 0.243 0.722 -4.570
H -1.271 0.994 -3.691
H -1.592 1.228 -6.136
H -1.903 2.755 -5.308
H -0.522 3.138 -7.326
H 0.684 1.992 -6.735
H 1.384 4.312 -6.233
H -0.130 4.596 -5.371
H 2.018 2.573 -4.603
H 1.681 4.102 -3.783
H -0.622 3.331 -3.270
H 0.288 4.046 -1.552
C 2.298 3.596 -0.974
H 2.822 2.904 -0.318
H 2.319 4.577 -0.505
H 2.837 3.653 -1.916
H -1.769 3.517 -0.232
H -1.727 2.229 0.966
H -1.519 1.857 -0.758
*
```

Computed properties:
- HOMO energy: -8.24 eV
- Energy above the lowest of the compared OMol25 structures with the same formula, charge and spin: 0.0 kJ/mol
- Gap between HOMO and LUMO: 8.651 eV

Atomic partial charges in e from the natural (NBO) method, atoms 1 to 8: -0.620, -0.395, 0.203, 0.195, -0.023, -0.491, -0.228, 0.211

=====

(3)
This record from the OMol25 dataset describes an isolated molecule of C26H33N3O5. The level of theory is ωB97M-V/def2-TZVPD.

```
! wB97M-V def2-TZVPD RIJCOSX def2/J DEFGRID3
* xyz 0 1
C -1.823 5.707 -3.664
H -1.714 6.637 -4.216
C -0.867 5.694 -2.478
C -1.033 4.461 -1.594
C -0.535 3.182 -2.259
N -0.597 2.059 -1.342
C -0.922 0.820 -1.918
O -1.773 0.735 -2.783
N -0.225 -0.248 -1.458
C -0.613 -1.573 -1.897
C 0.382 -2.143 -2.912
H 0.094 -3.158 -3.192
H 0.328 -1.530 -3.815
C 1.819 -2.087 -2.390
C 2.129 -0.649 -1.953
C 1.112 -0.186 -0.907
H 1.339 0.832 -0.594
H 1.167 -0.837 -0.026
H 3.129 -0.614 -1.520
H 2.091 0.017 -2.817
C 2.181 -3.004 -1.216
O 3.244 -2.873 -0.641
N 1.301 -3.973 -0.883
H 0.379 -3.982 -1.286
C 1.432 -4.659 0.392
C 1.015 -3.744 1.516
C 1.941 -3.211 2.391
C 1.578 -2.317 3.386
C 0.248 -1.941 3.506
C -0.702 -2.457 2.623
C -0.327 -3.345 1.631
O -1.191 -3.871 0.707
C -2.565 -3.593 0.839
H -2.776 -2.527 0.711
H -2.948 -3.925 1.809
H -3.057 -4.154 0.046
H -1.721 -2.130 2.745
O -0.241 -1.076 4.438
C 0.661 -0.479 5.339
H 0.058 0.169 5.972
H 1.162 -1.228 5.960
H 1.410 0.122 4.813
H 2.334 -1.927 4.045
H 2.977 -3.493 2.286
H 0.805 -5.551 0.362
H 2.479 -4.939 0.516
H 2.504 -2.361 -3.202
H -1.603 -1.494 -2.349
H -0.672 -2.208 -1.008
C -0.566 2.318 0.027
C -0.775 1.334 0.992
C -0.665 1.622 2.339
C -0.347 2.902 2.757
C -0.211 3.908 1.819
C -0.344 3.634 0.467
O -0.288 4.688 -0.409
H -0.015 4.928 2.111
H -0.239 3.126 3.807
H -0.833 0.838 3.061
H -1.031 0.333 0.686
H -1.142 2.936 -3.132
H 0.508 3.333 -2.572
H -2.095 4.329 -1.326
H 0.167 5.741 -2.824
H -1.045 6.569 -1.850
H -1.619 4.883 -4.342
H -2.853 5.627 -3.325
*
```

Computed properties:
- HOMO energy: -7.79 eV
- Energy above the lowest of the compared OMol25 structures with the same formula, charge and spin: 78.5 kJ/mol
- Gap between HOMO and LUMO: 8.454 eV

Atomic partial charges in e from the natural (NBO) method, atoms 1 to 8: -0.607, 0.216, -0.404, 0.093, -0.237, -0.494, 0.813, -0.643

=====

(4)
This record from the OMol25 dataset describes a cluster of 4 separate species, C26H34BFN7O5PS2 in total. The level of theory is ωB97M-V/def2-TZVPD.

```
! wB97M-V def2-TZVPD RIJCOSX def2/J DEFGRID3
* xyz 0 1
C 1.993 7.158 -0.298
C 2.409 5.894 -1.074
C 1.720 4.665 -0.527
F 2.190 4.403 0.762
N 1.913 3.469 -1.348
C 2.965 2.589 -0.904
O 4.137 2.844 -0.963
C 2.315 1.351 -0.424
C 2.870 0.262 0.203
C 2.041 -0.788 0.602
B 2.814 -1.951 1.366
O 3.461 -2.918 0.632
N 2.886 -1.892 2.832
C 3.112 -3.231 3.408
C 4.011 -1.010 3.225
C 0.651 -0.738 0.346
P -0.343 -2.227 0.823
O 0.341 -2.606 2.248
O -1.789 -1.596 1.277
C 0.088 0.369 -0.332
C -1.359 0.468 -0.750
C -1.648 -0.420 -1.991
C -2.805 -1.402 -1.856
S -4.319 -0.515 -1.375
C -4.847 -1.519 -0.012
S -4.886 -3.130 -0.078
N -5.172 -0.796 1.142
C -5.916 0.365 1.246
C -5.922 0.654 2.575
N -5.209 -0.281 3.294
C -4.782 -1.142 2.416
C 0.958 1.393 -0.691
C 0.709 2.668 -1.424
O -0.249 3.048 -2.041
H 2.813 7.506 0.327
H 1.163 6.943 0.379
H 1.669 7.956 -0.961
H 3.487 5.743 -1.008
H 2.102 5.963 -2.117
H 0.650 4.860 -0.430
H 3.937 0.236 0.400
H 4.410 -2.722 0.558
H 2.457 -3.966 2.948
H 2.896 -3.194 4.478
H 4.152 -3.556 3.289
H 3.714 0.038 3.198
H 4.296 -1.259 4.248
H 4.904 -1.163 2.604
H 0.655 -1.851 2.770
H -1.719 -0.999 2.036
H -2.047 0.267 0.062
H -1.537 1.496 -1.054
H -1.875 0.254 -2.822
H -0.752 -0.966 -2.295
H -2.993 -1.851 -2.832
H -2.622 -2.226 -1.172
H -6.373 0.891 0.426
H -6.415 1.495 3.036
H -4.179 -2.018 2.589
C 5.714 -3.016 -3.009
C 5.947 -2.688 -1.611
N 6.131 -2.430 -0.511
H 4.836 -2.482 -3.367
H 6.578 -2.727 -3.604
H 5.548 -4.086 -3.112
C -3.218 4.289 -1.536
C -4.418 3.713 -0.945
N -5.337 3.213 -0.482
H -2.354 4.058 -0.916
H -3.055 3.866 -2.525
H -3.319 5.369 -1.622
C -3.682 -6.710 -1.080
C -2.734 -5.792 -1.698
N -1.995 -5.063 -2.181
H -3.151 -7.424 -0.453
H -4.387 -6.152 -0.466
H -4.230 -7.249 -1.850
*
```

Computed properties:
- HOMO energy: -8.62 eV
- Gap between HOMO and LUMO: 8.016 eV

Atomic partial charges in e from the Mulliken method, atoms 1 to 8: -1.119, -0.356, 0.128, -0.395, 0.130, -0.286, -0.586, 0.518

=====

The lowest gap between HOMO and LUMO belongs to which entry?
C26H33FN5O4SeSiW

=====

Please write out number 3 again, unchanged.
This record from the OMol25 dataset describes an isolated molecule of C26H33N3O5. The level of theory is ωB97M-V/def2-TZVPD.

```
! wB97M-V def2-TZVPD RIJCOSX def2/J DEFGRID3
* xyz 0 1
C -1.823 5.707 -3.664
H -1.714 6.637 -4.216
C -0.867 5.694 -2.478
C -1.033 4.461 -1.594
C -0.535 3.182 -2.259
N -0.597 2.059 -1.342
C -0.922 0.820 -1.918
O -1.773 0.735 -2.783
N -0.225 -0.248 -1.458
C -0.613 -1.573 -1.897
C 0.382 -2.143 -2.912
H 0.094 -3.158 -3.192
H 0.328 -1.530 -3.815
C 1.819 -2.087 -2.390
C 2.129 -0.649 -1.953
C 1.112 -0.186 -0.907
H 1.339 0.832 -0.594
H 1.167 -0.837 -0.026
H 3.129 -0.614 -1.520
H 2.091 0.017 -2.817
C 2.181 -3.004 -1.216
O 3.244 -2.873 -0.641
N 1.301 -3.973 -0.883
H 0.379 -3.982 -1.286
C 1.432 -4.659 0.392
C 1.015 -3.744 1.516
C 1.941 -3.211 2.391
C 1.578 -2.317 3.386
C 0.248 -1.941 3.506
C -0.702 -2.457 2.623
C -0.327 -3.345 1.631
O -1.191 -3.871 0.707
C -2.565 -3.593 0.839
H -2.776 -2.527 0.711
H -2.948 -3.925 1.809
H -3.057 -4.154 0.046
H -1.721 -2.130 2.745
O -0.241 -1.076 4.438
C 0.661 -0.479 5.339
H 0.058 0.169 5.972
H 1.162 -1.228 5.960
H 1.410 0.122 4.813
H 2.334 -1.927 4.045
H 2.977 -3.493 2.286
H 0.805 -5.551 0.362
H 2.479 -4.939 0.516
H 2.504 -2.361 -3.202
H -1.603 -1.494 -2.349
H -0.672 -2.208 -1.008
C -0.566 2.318 0.027
C -0.775 1.334 0.992
C -0.665 1.622 2.339
C -0.347 2.902 2.757
C -0.211 3.908 1.819
C -0.344 3.634 0.467
O -0.288 4.688 -0.409
H -0.015 4.928 2.111
H -0.239 3.126 3.807
H -0.833 0.838 3.061
H -1.031 0.333 0.686
H -1.142 2.936 -3.132
H 0.508 3.333 -2.572
H -2.095 4.329 -1.326
H 0.167 5.741 -2.824
H -1.045 6.569 -1.850
H -1.619 4.883 -4.342
H -2.853 5.627 -3.325
*
```

Computed properties:
- HOMO energy: -7.79 eV
- Energy above the lowest of the compared OMol25 structures with the same formula, charge and spin: 78.5 kJ/mol
- Gap between HOMO and LUMO: 8.454 eV

Atomic partial charges in e from the natural (NBO) method, atoms 1 to 8: -0.607, 0.216, -0.404, 0.093, -0.237, -0.494, 0.813, -0.643